Below is C31H47ClIrN3O7P as an isolated structure, with properties calculated with ωB97M-V with the def2-TZVPD basis set.

ORCA input file:
```
! wB97M-V def2-TZVPD RIJCOSX def2/J DEFGRID3
* xyz -1 5
Ir 0.47 0.01 0.17
P 0.13 0.47 -1.97
Cl 1.20 2.34 0.38
C -1.73 -0.38 -0.65
H -2.49 -0.34 -1.52
H -2.26 0.36 -0.04
C 1.98 0.77 -2.45
C -0.76 2.11 -2.29
C 2.47 0.86 -3.90
H 2.18 1.74 -1.96
C 3.95 1.28 -3.89
H 2.37 -0.13 -4.38
H 1.88 1.58 -4.50
C 4.84 0.39 -3.01
H 4.32 1.27 -4.92
H 4.01 2.32 -3.53
C 4.26 0.11 -1.63
H 5.00 -0.56 -3.52
H 5.82 0.86 -2.90
C 2.79 -0.30 -1.75
H 4.81 -0.69 -1.13
H 4.33 1.00 -0.98
H 2.69 -1.26 -2.28
H 2.41 -0.47 -0.72
C -0.52 -0.57 -3.45
C -2.23 1.98 -2.72
H -0.75 2.56 -1.28
C -2.94 3.32 -2.59
H -2.30 1.65 -3.77
H -2.76 1.23 -2.13
C -2.28 4.38 -3.47
H -4.00 3.20 -2.87
H -2.92 3.64 -1.54
C -0.75 4.45 -3.30
H -2.51 4.16 -4.53
H -2.70 5.36 -3.25
C -0.04 3.09 -3.23
H -0.32 5.02 -4.14
H -0.51 5.02 -2.39
H 0.00 2.66 -4.25
H 1.00 3.25 -2.91
C 0.19 -1.91 -3.65
H -1.55 -0.75 -3.10
C -0.58 -2.83 -4.62
H 1.20 -1.73 -4.05
H 0.31 -2.46 -2.72
C -0.86 -2.18 -5.97
H 0.01 -3.75 -4.77
H -1.52 -3.13 -4.14
C -1.41 -0.75 -5.83
H 0.06 -2.15 -6.56
H -1.59 -2.79 -6.53
C -0.60 0.11 -4.83
H -1.42 -0.25 -6.81
H -2.46 -0.79 -5.48
H 0.41 0.24 -5.23
H -1.05 1.11 -4.80
C -0.24 -2.01 -0.19
C -1.78 -1.91 -0.52
H 0.27 -2.25 -1.13
C -2.71 -2.68 0.49
H -2.05 -2.16 -1.62
C -2.04 -2.95 1.85
H -3.58 -2.06 0.69
H -3.10 -3.65 0.16
C -0.74 -3.79 1.63
H -1.84 -2.02 2.36
H -2.70 -3.52 2.56
C 0.28 -3.01 0.82
H -0.30 -4.14 2.59
H -1.01 -4.72 1.10
H 1.06 -2.59 1.45
H 0.89 -3.75 0.27
O 0.64 1.33 8.00
N 1.54 1.22 7.12
O 2.73 1.33 7.40
C 1.12 0.98 5.77
C -0.25 0.89 5.50
C -0.66 0.69 4.19
C 0.27 0.40 3.16
O -0.22 -0.13 2.08
C 1.67 0.57 3.44
C 2.10 0.85 4.76
N 2.61 0.32 2.41
O 3.83 0.50 2.59
O 2.21 -0.23 1.29
N -2.07 0.51 3.81
O -2.82 0.03 4.70
O -2.46 0.85 2.68
H -0.98 0.97 6.28
H 3.14 0.93 4.99
*
```

The HOMO energy (alpha / beta) is -3.363 / -5.391 eV. As for the expectation value of S²: 6.066. The HOMO-LUMO gap (alpha / beta) comes out at 0.2045 / 0.1611 hartree.

Below is a 9-piece molecular cluster, C31H47F5O19 overall, with properties calculated with ωB97M-V with the def2-TZVPD basis set.

ORCA input file:
```
! wB97M-V def2-TZVPD RIJCOSX def2/J DEFGRID3
* xyz 0 1
C -2.90 -1.23 4.22
C -1.73 -0.69 4.96
O -2.09 -1.09 6.28
C -3.43 -0.99 6.40
O -4.01 -0.64 7.43
O -3.97 -1.09 5.18
F -1.75 0.64 4.81
H -2.79 -2.26 3.89
H -3.20 -0.60 3.38
H -0.71 -0.99 4.71
C 1.25 -4.93 -0.39
C 2.15 -6.14 -0.23
O 1.36 -7.22 0.19
C 0.16 -6.67 0.54
O -0.84 -7.24 1.02
O 0.13 -5.38 0.33
F 3.14 -5.79 0.60
H 1.00 -4.86 -1.45
H 1.69 -4.03 0.05
H 2.62 -6.21 -1.21
C -3.60 -4.03 0.34
C -3.83 -2.54 0.15
O -3.00 -2.22 -0.91
C -2.19 -3.24 -1.21
O -1.29 -3.22 -2.06
O -2.45 -4.30 -0.33
F -3.57 -1.83 1.27
H -4.40 -4.64 -0.09
H -3.37 -4.32 1.36
H -4.88 -2.35 -0.06
C -5.64 0.09 -2.36
C -6.30 1.38 -1.81
O -5.18 2.19 -1.62
C -4.02 1.46 -1.72
O -2.90 1.96 -1.39
O -4.30 0.20 -1.98
F -6.95 1.19 -0.65
H -5.73 0.06 -3.45
H -6.19 -0.75 -1.92
H -7.03 1.82 -2.49
C -0.69 0.35 0.65
C 0.66 -0.28 0.20
O 0.48 -1.61 0.67
C -0.49 -1.62 1.67
O -0.82 -2.59 2.33
O -1.05 -0.40 1.75
F 1.69 0.27 0.90
H -1.33 0.33 -0.23
H -0.54 1.40 0.92
H 0.89 -0.22 -0.86
C 1.97 4.42 -1.06
C 0.77 5.18 -1.51
C -0.39 4.70 -0.68
O 0.27 3.90 0.31
C 1.43 3.36 -0.17
H 2.72 4.98 -0.51
H 2.55 3.90 -1.82
H 0.53 5.05 -2.56
H 0.99 6.24 -1.35
H -1.15 4.19 -1.27
H -0.75 5.48 -0.01
H 1.32 2.41 -0.69
H 2.02 3.15 0.72
C 0.27 1.37 -4.92
C -0.19 -0.05 -4.69
C -0.62 0.14 -3.23
O 0.28 1.08 -2.64
C 0.95 1.85 -3.64
H -0.57 2.00 -5.22
H 0.86 1.51 -5.82
H 0.63 -0.76 -4.76
H -1.00 -0.25 -5.39
H -0.62 -0.74 -2.59
H -1.65 0.51 -3.28
H 1.99 1.56 -3.48
H 0.85 2.93 -3.56
C 1.34 1.62 4.10
C 2.31 2.79 3.98
C 3.45 2.48 4.89
O 3.11 1.27 5.53
C 1.75 1.08 5.50
H 1.53 0.90 3.31
H 0.31 1.97 4.11
H 1.73 3.71 4.10
H 2.64 2.75 2.95
H 3.65 3.24 5.64
H 4.38 2.28 4.37
H 1.34 1.66 6.33
H 1.45 0.04 5.58
C 3.88 -0.74 -2.48
C 5.06 -0.45 -3.46
C 5.18 1.10 -3.42
O 4.96 1.35 -2.03
C 4.16 0.34 -1.37
H 3.86 -1.74 -2.05
H 2.91 -0.64 -2.97
H 4.86 -0.91 -4.43
H 5.95 -0.95 -3.07
H 4.43 1.60 -4.02
H 6.23 1.38 -3.57
H 3.23 0.70 -0.94
H 4.77 -0.05 -0.55
*
```

Its SMILES is O=C1OC[C@@H](F)O1.O=C1OC[C@@H](F)O1.O=C1OC[C@@H](F)O1.O=C1OC[C@@H](F)O1.O=C1OC[C@@H](F)O1.C1CCOC1.C1CCOC1.C1CCOC1.C1CCOC1. The HOMO energy is -9.275 eV. As for the relative energy (zero: lowest compared OMol25 entry of this formula, charge and spin): 0.0 kJ/mol. The HOMO-LUMO gap comes out at 0.3362 hartree.

Below is C31H47NO14P2Y as an isolated structure, with properties calculated with ωB97M-V with the def2-TZVPD basis set.

ORCA input file:
```
! wB97M-V def2-TZVPD RIJCOSX def2/J DEFGRID3
* xyz -1 1
Y 0.06 -1.08 0.16
O 2.77 -6.70 2.31
C 2.31 -5.59 1.64
C 3.15 -4.49 1.28
C 2.53 -3.38 0.78
N 1.19 -3.31 0.59
C 0.44 -4.32 0.88
C 0.91 -5.52 1.48
C -1.06 -4.05 0.56
O -1.84 -5.00 0.73
O -1.39 -2.79 0.19
C 3.27 -2.12 0.45
O 4.48 -2.16 0.78
O 2.50 -1.31 -0.15
H 3.71 -6.81 2.19
H 4.19 -4.54 1.25
H 0.19 -6.27 1.82
C -4.58 2.11 1.73
C -4.95 1.68 0.35
C -6.08 0.72 0.15
O -3.69 0.98 -0.15
P -2.46 1.11 -1.07
O -1.31 0.59 -0.22
C -2.75 0.07 -2.52
P -1.36 -0.99 -3.04
O -0.33 -1.20 -2.00
O -0.84 -0.19 -4.32
C 0.59 0.09 -4.58
C 1.12 1.21 -3.63
C 0.69 0.54 -6.05
O -1.99 -2.30 -3.59
C -1.89 -3.75 -3.07
C -3.17 -4.00 -2.30
C -1.64 -4.53 -4.28
O -2.30 2.57 -1.70
C -1.63 3.62 -0.90
C -0.24 3.85 -1.38
C -2.53 4.87 -1.11
H -5.29 2.89 2.07
H -3.53 2.49 1.75
H -4.83 1.25 2.37
H -5.08 2.51 -0.35
H -7.13 1.10 0.20
H -6.05 -0.15 0.82
H -6.08 0.37 -0.85
H -3.04 0.65 -3.39
H -3.67 -0.57 -2.31
H 1.03 -0.89 -4.32
H 1.29 2.05 -4.31
H 2.11 0.95 -3.15
H 0.37 1.47 -2.82
H 0.23 1.52 -6.25
H 0.11 -0.21 -6.64
H 1.72 0.53 -6.44
H -1.08 -3.73 -2.39
H -4.06 -3.77 -2.90
H -3.18 -3.49 -1.35
H -3.31 -5.09 -2.02
H -2.42 -4.45 -5.00
H -1.51 -5.57 -3.93
H -0.64 -4.20 -4.75
H -1.64 3.31 0.15
H -0.19 3.66 -2.47
H 0.52 3.16 -0.96
H 0.02 4.89 -1.08
H -2.78 5.05 -2.20
H -2.11 5.81 -0.65
H -3.46 4.65 -0.61
O -1.23 0.28 5.23
C 0.14 0.41 5.37
C 0.70 0.72 6.65
C 2.09 0.92 6.71
C 2.86 0.75 5.59
C 2.30 0.44 4.33
C 0.94 0.15 4.16
C 0.40 -0.25 2.75
O -0.48 -1.24 2.49
O 0.88 0.52 1.76
H -1.64 0.47 6.08
H 0.10 0.94 7.52
H 2.54 1.07 7.72
H 3.99 1.06 5.57
H 2.97 0.45 3.48
C 5.36 1.79 1.14
C 4.49 3.02 1.45
C 5.24 4.35 1.31
C 3.21 2.95 0.80
H 6.16 1.74 1.85
H 5.88 1.92 0.17
H 4.74 0.88 1.04
H 4.20 2.93 2.53
H 5.41 4.55 0.21
H 6.24 4.25 1.79
H 4.71 5.21 1.71
H 2.47 2.18 1.10
H 2.96 3.66 0.01
*
```

The HOMO energy (alpha / beta) is 0.275 / -4.208 eV. As for the relative energy (zero: lowest compared OMol25 entry of this formula, charge and spin): 436.0 kJ/mol. The HOMO-LUMO gap (alpha / beta) comes out at 0.0519 / 0.2166 hartree.

Below is a 9-piece molecular cluster, C31H48BO29S6 overall, with properties calculated with ωB97M-V with the def2-TZVPD basis set.

ORCA input file:
```
! wB97M-V def2-TZVPD RIJCOSX def2/J DEFGRID3
* xyz -1 1
O 1.51 -0.44 -1.15
C 1.33 -0.22 0.07
O 0.32 -0.74 0.79
B 0.38 -0.23 2.17
O 1.48 0.68 2.22
C 2.03 0.70 1.03
O 2.99 1.48 0.76
O 0.63 -1.39 3.07
C -0.28 -1.54 3.97
O -0.43 -2.46 4.76
C -1.37 -0.39 3.71
O -0.93 0.29 2.71
O -2.33 -0.08 4.31
C 6.01 6.89 1.72
C 4.70 6.29 2.27
O 3.70 6.62 1.39
S 4.09 7.92 0.49
O 3.20 9.04 0.77
O 4.20 7.52 -0.95
O 5.59 8.13 1.27
H 6.38 6.39 0.82
H 6.82 6.88 2.44
H 4.57 6.82 3.22
H 4.68 5.22 2.48
C 3.75 -5.50 7.74
C 3.54 -6.46 6.54
O 2.31 -7.09 6.82
S 2.18 -7.35 8.50
O 2.73 -8.60 8.99
O 0.78 -7.04 8.84
O 3.33 -6.22 8.89
H 3.11 -4.62 7.73
H 4.82 -5.33 7.86
H 4.26 -7.27 6.43
H 3.48 -5.96 5.57
C 1.03 4.85 -6.56
C 1.32 4.13 -5.31
O 0.10 3.55 -4.81
S -1.09 3.71 -5.90
O -2.32 4.03 -5.14
O -1.10 2.58 -6.84
O -0.39 5.00 -6.62
H 1.37 4.33 -7.46
H 1.52 5.82 -6.46
H 1.59 4.76 -4.46
H 2.08 3.36 -5.27
O -7.92 -3.30 5.74
S -7.96 -4.60 6.36
O -8.76 -4.76 7.58
O -8.23 -5.86 5.32
C -8.85 -5.46 4.12
C -10.39 -5.77 4.18
C -6.14 -5.04 6.74
H -8.28 -5.89 3.30
H -8.79 -4.39 3.90
H -10.55 -6.85 4.19
H -10.83 -5.33 3.28
H -10.72 -5.25 5.08
H -5.70 -5.51 5.86
H -6.07 -5.74 7.57
H -5.61 -4.13 7.01
O -6.31 -1.43 0.02
S -5.43 -2.09 -0.95
O -4.21 -2.72 -0.52
O -6.39 -3.24 -1.80
C -5.70 -4.32 -2.43
C -6.12 -5.59 -1.56
C -5.09 -0.81 -2.38
H -4.65 -4.05 -2.57
H -5.99 -4.46 -3.47
H -7.20 -5.74 -1.63
H -5.76 -5.49 -0.54
H -5.70 -6.57 -1.79
H -4.32 -1.16 -3.07
H -4.70 0.03 -1.82
H -6.01 -0.63 -2.94
O -3.52 4.26 3.16
S -2.92 5.58 2.85
O -3.80 6.73 2.67
O -1.88 6.01 3.99
C -1.13 4.99 4.56
C -0.27 5.72 5.60
C -1.74 5.31 1.43
H -0.52 4.59 3.75
H -1.74 4.23 5.04
H -0.86 6.50 6.08
H 0.46 6.25 4.98
H 0.29 5.12 6.31
H -2.38 5.02 0.59
H -1.04 4.51 1.68
H -1.23 6.26 1.30
C 1.74 -2.97 -10.08
C 2.92 -3.11 -10.79
C 4.07 -2.66 -10.26
C 4.08 -1.90 -9.05
C 2.90 -1.75 -8.39
C 1.72 -2.29 -8.88
H 0.89 -3.47 -10.52
H 3.07 -3.77 -11.63
H 4.99 -3.05 -10.68
H 5.00 -1.50 -8.67
H 2.90 -1.19 -7.46
H 0.80 -2.14 -8.33
C 9.03 2.34 -3.69
C 8.08 1.37 -3.49
C 7.21 1.24 -4.51
C 7.30 2.04 -5.67
C 8.22 3.10 -5.74
C 9.11 3.21 -4.75
H 9.66 2.49 -2.82
H 8.08 0.76 -2.60
H 6.41 0.52 -4.51
H 6.57 1.96 -6.46
H 8.27 3.89 -6.47
H 9.96 3.88 -4.77
*
```

The HOMO energy is -6.924 eV. As for the relative energy (zero: lowest compared OMol25 entry of this formula, charge and spin): 610.6 kJ/mol. The HOMO-LUMO gap comes out at 0.3071 hartree.

Number 1: electronic energy -2805.8487 Ha. Number 2: electronic energy -3138.2443 Ha. Number 3: electronic energy -3038.9177 Ha. Number 4: electronic energy -5805.9980 Ha.